{"formula": "C21H54NO8PdS7", "method": "ωB97M-V/def2-TZVPD", "species": ["Pd", "C", "C", "C", "O", "H", "H", "H", "H", "H", "H", "H", "C", "S", "O", "C", "H", "H", "H", "H", "H", "H", "C", "S", "O", "C", "H", "H", "H", "H", "H", "H", "C", "S", "O", "C", "H", "H", "H", "H", "H", "H", "C", "S", "O", "C", "H", "H", "H", "H", "H", "H", "C", "S", "O", "C", "H", "H", "H", "H", "H", "H", "C", "S", "O", "C", "H", "H", "H", "H", "H", "H", "C", "S", "O", "C", "H", "H", "H", "H", "H", "H", "N", "C", "C", "C", "C", "H", "H", "H", "H", "H"], "positions_angstrom": [[0.475, 0.522, 0.299], [3.390, -0.992, -2.793], [2.328, 0.056, -2.431], [2.005, 0.725, -3.841], [1.198, -0.291, -1.692], [2.977, -1.882, -3.267], [3.914, -1.321, -1.896], [4.091, -0.583, -3.521], [2.895, 0.799, -1.871], [0.979, 1.082, -3.939], [2.060, 0.001, -4.653], [2.811, 1.430, -4.044], [-0.843, -1.767, -4.986], [-2.618, -2.195, -5.226], [-3.434, -0.970, -4.870], [-2.609, -2.365, -7.046], [-0.248, -2.614, -4.644], [-0.688, -0.945, -4.287], [-0.357, -1.342, -5.864], [-3.658, -2.572, -7.255], [-2.022, -3.254, -7.276], [-2.273, -1.499, -7.617], [-3.831, 1.339, -1.934], [-2.269, 2.253, -1.435], [-1.392, 1.268, -0.625], [-1.527, 2.568, -3.095], [-3.587, 0.517, -2.607], [-4.493, 1.938, -2.560], [-4.352, 0.858, -1.106], [-2.243, 3.210, -3.608], [-1.290, 1.629, -3.596], [-0.571, 3.034, -2.855], [3.236, 3.722, -0.907], [1.368, 3.866, -0.892], [0.925, 2.679, -0.036], [1.400, 5.330, 0.192], [3.597, 2.956, -1.594], [3.632, 3.514, 0.087], [3.740, 4.598, -1.315], [0.450, 5.839, 0.030], [2.283, 5.920, -0.055], [1.549, 5.209, 1.265], [-3.154, 1.181, 2.509], [-1.446, 1.707, 3.104], [-0.501, 1.342, 1.957], [-1.586, 3.528, 2.940], [-3.112, 0.120, 2.262], [-3.440, 1.720, 1.606], [-3.909, 1.320, 3.282], [-1.820, 3.793, 1.909], [-0.666, 4.110, 2.998], [-2.303, 3.962, 3.636], [0.860, -3.400, 0.396], [1.512, -2.529, 1.880], [1.090, -1.044, 1.775], [3.264, -2.459, 1.359], [-0.138, -3.021, 0.176], [0.821, -4.487, 0.455], [1.480, -3.142, -0.463], [3.430, -1.574, 0.744], [3.544, -3.303, 0.728], [3.983, -2.459, 2.177], [-1.990, -2.340, -1.654], [-2.454, -1.524, -0.078], [-1.166, -0.946, 0.467], [-3.004, -2.995, 0.899], [-1.537, -3.329, -1.597], [-1.339, -1.703, -2.254], [-2.978, -2.343, -2.114], [-3.937, -3.384, 0.491], [-3.142, -2.665, 1.928], [-2.278, -3.806, 0.837], [3.254, 0.332, 3.868], [3.404, 1.439, 2.369], [2.421, 1.003, 1.299], [2.643, 2.881, 3.145], [2.353, -0.282, 3.850], [3.439, 0.853, 4.807], [4.089, -0.350, 3.709], [2.944, 3.690, 2.480], [3.160, 3.325, 3.996], [1.608, 2.786, 3.473], [-1.201, -1.692, 5.636], [-1.162, -2.744, 6.541], [-0.942, -3.938, 5.866], [-0.843, -3.650, 4.486], [-1.092, -2.278, 4.392], [-1.331, -0.718, 5.869], [-1.358, -2.441, 7.559], [-0.828, -4.857, 6.422], [-0.538, -4.337, 3.710], [-1.097, -1.624, 3.533]], "lowdin_charge": [1.082, -0.082, -0.579, -0.062, -0.320, 0.069, 0.057, 0.072, 0.084, 0.040, 0.053, 0.066, -0.257, 0.824, -0.580, -0.256, 0.055, 0.026, 0.050, 0.045, 0.053, 0.062, -0.222, 0.895, -0.668, -0.214, 0.026, 0.056, 0.038, 0.060, 0.045, 0.011, -0.215, 0.926, -0.643, -0.250, 0.039, 0.042, 0.053, 0.047, 0.050, 0.047, -0.194, 0.915, -0.656, -0.237, 0.022, 0.047, 0.055, 0.054, 0.044, 0.057, -0.219, 0.935, -0.650, -0.232, -0.003, 0.063, 0.053, 0.049, 0.054, 0.046, -0.224, 0.891, -0.653, -0.210, 0.062, 0.038, 0.039, 0.060, 0.042, 0.048, -0.210, 0.914, -0.637, -0.261, 0.043, 0.055, 0.029, 0.023, 0.059, 0.056, 0.017, -0.132, -0.110, -0.108, -0.162, 0.139, 0.105, 0.094, 0.084, 0.082], "gap_ev": [7.81, 7.36], "largest_force_ev_per_a": 3.9, "de_lowest_kcal_mol": 0.0, "spin_multiplicity": 3, "charge": 1}